CN2O3S | ωB97M-V/def2-TZVPD

CARTESIAN COORDINATES (ANGSTROEM)
O (-1.24210, -1.87337, 0.18397)
C (-1.64986, 0.38402, -0.06043)
O (0.90737, 0.11658, 0.10641)
N (-1.25374, -0.71027, 0.53403)
N (-2.16594, 1.37616, -0.30509)
O (3.09510, 0.54787, -0.81683)
S (2.30917, 0.15901, 0.35794)

## Properties
HOMO (alpha / beta), eV: -10.2 / -10.1
Energy relative to the best compared isomer or geometry (same formula, charge and spin), eV: 0.665
Max |F|, Eh/bohr: 0.086
Frontier orbital gap (alpha / beta), eV: 8.226 / 8.215
Multiplicity: 1
Net charge: 0
E, a.u.: -771.3616

natural (NBO) atomic charge list, values in e, 5 entries: atom 1 (O): -0.187, atom 2 (C): 0.306, atom 3 (O): -0.853, atom 4 (N): 0.093, atom 5 (N): -0.227

C18H25BN8Ta | ωB97M-V/def2-TZVPD

CARTESIAN COORDINATES (ANGSTROEM)
C (0.28251, 1.82900, 2.55623)
C (0.48902, 3.02860, 1.65853)
C (-0.12253, -3.03679, 1.62387)
Ta (-0.27626, -0.22318, -0.01703)
C (-4.39442, 1.11573, 0.72939)
H (-2.56610, 0.43001, -2.59255)
C (-2.44468, -0.33509, 2.10572)
N (0.08276, -2.22170, 0.54005)
H (-0.64516, 2.29075, -1.40410)
C (2.95640, 0.49868, -0.86199)
C (-3.73541, -0.29617, 2.59192)
C (0.19823, -4.32307, 1.30124)
B (1.00441, -2.44962, -1.84710)
H (-5.15481, 1.68958, 0.21607)
H (1.44321, -3.31633, -2.52959)
H (-2.49673, -1.14906, -4.78739)
C (-0.44479, 3.09923, 0.47090)
H (-1.47248, 2.92106, 0.77477)
C (3.92593, -0.14808, -1.59483)
H (0.85824, -0.14039, 2.64838)
H (1.82142, 0.76101, 1.72518)
H (0.78836, 1.99559, 3.50643)
C (-3.11118, 1.06285, 0.23134)
H (0.94543, -5.07433, -0.68437)
N (0.55473, -3.02719, -0.47404)
N (0.83646, 0.57797, 1.92234)
H (3.70950, -2.11140, -2.65307)
H (-1.69516, -0.86822, 2.68295)
H (4.93645, 0.17447, -1.78217)
H (-0.77307, 1.67022, 2.76299)
C (-1.85279, -1.18188, -3.92403)
H (1.53403, 3.08254, 1.32690)
N (-0.07628, 2.08433, -0.58121)
H (-2.88996, 1.60345, -0.68347)
N (-0.23401, -1.80241, -2.52663)
H (-3.98899, -0.81593, 3.50652)
C (-0.79104, -2.07223, -3.69435)
H (-5.70809, 0.50079, 2.31776)
H (0.32487, 3.92415, 2.25975)
N (-0.90404, -0.74968, -1.94469)
C (-4.70636, 0.43824, 1.91130)
N (2.05637, -1.34759, -1.59672)
H (0.87645, 2.29897, -0.87724)
H (3.02559, 1.44255, -0.34005)
C (-2.11208, 0.30662, 0.88920)
C (0.61648, -4.27413, -0.03738)
C (3.31410, -1.31315, -2.04294)
H (-0.39398, 4.09490, 0.03154)
H (-0.42360, -2.87836, -4.31291)
H (-0.48383, -2.64385, 2.55973)
C (-1.89481, -0.38112, -2.82118)
N (1.81093, -0.21899, -0.85117)
H (0.14278, -5.19449, 1.93252)

## Properties
HOMO, eV: -18.7
Max |F|, Eh/bohr: 0.023
Frontier orbital gap, eV: 7.230
Multiplicity: 1
Net charge: +3
E, a.u.: -1219.9582

natural (NBO) atomic charge list, values in e, 5 entries: atom 1 (C): -0.222, atom 2 (C): -0.447, atom 3 (C): 0.039, atom 4 (Ta): 2.441, atom 5 (C): -0.178

C18H24ClN3O2 | ωB97M-V/def2-TZVPD

CARTESIAN COORDINATES (ANGSTROEM)
H (-0.86969, 2.75903, 0.21496)
H (1.13698, 1.35457, 5.34422)
C (1.13214, 1.53891, 4.26574)
H (2.77359, -0.94301, 0.88430)
C (0.19512, 0.54546, 3.57305)
O (2.15216, -1.40445, -1.48692)
C (-2.19383, -3.54020, -2.58867)
Cl (-2.91706, 0.28578, -1.72957)
H (3.69603, 0.99088, 0.04213)
H (2.47576, 1.25822, 2.89360)
H (-3.28398, -5.26495, -1.95358)
H (-0.60631, -2.05101, -4.12983)
H (-1.47213, -4.11069, -3.15490)
C (-3.00823, -1.43739, -1.81433)
H (-0.66349, 0.35700, 4.22053)
H (-4.92780, -3.95374, -0.65154)
H (2.98386, 2.67770, -1.66305)
C (-4.13156, -3.45563, -1.18316)
O (2.46986, 1.40747, 3.85397)
C (-0.34030, 1.02147, 2.21411)
C (-4.03179, -2.07713, -1.13339)
H (1.03108, 2.61126, 1.77544)
N (1.88620, 0.90634, 1.05723)
C (-3.21117, -4.18891, -1.91235)
C (-0.93492, -1.47797, -3.26326)
H (0.51353, 3.18210, -1.83857)
H (-1.23677, -0.47762, -3.58363)
C (-0.00788, 2.13281, -0.02206)
H (1.10259, -0.96406, 1.48983)
H (-1.12278, 1.76126, 2.39871)
H (1.99387, 1.22673, -1.75327)
H (1.25127, 3.84227, -0.37533)
H (0.73911, -0.39587, 3.47514)
C (0.20910, -1.34768, -2.32569)
H (-0.80981, 0.18357, 1.69403)
H (3.15093, 2.51019, 0.76898)
N (0.07883, -0.86123, -1.05843)
H (0.77461, 2.56780, 4.10271)
C (2.23677, 2.08779, -1.12922)
C (1.77544, -0.50773, 0.76286)
N (1.43408, -1.68764, -2.61066)
C (1.29011, -0.90428, -0.59312)
C (0.97751, 2.91530, -0.88701)
C (-2.07635, -2.15663, -2.55657)
H (-0.36876, 1.25485, -0.55655)
C (0.67273, 1.69566, 1.28302)
C (2.82341, 1.62713, 0.20848)
H (-4.74204, -1.49374, -0.56837)

## Properties
HOMO, eV: -8.9
Energy relative to the best compared isomer or geometry (same formula, charge and spin), eV: 1.660
Max |F|, Eh/bohr: 0.023
Frontier orbital gap, eV: 9.627
Multiplicity: 1
Net charge: 0
E, a.u.: -1475.2204

natural (NBO) atomic charge list, values in e, 5 entries: atom 1 (H): 0.208, atom 2 (H): 0.178, atom 3 (C): -0.060, atom 4 (H): 0.229, atom 5 (C): -0.433

C26H27BCrFN8O2Si | ωB97M-V/def2-TZVPD

CARTESIAN COORDINATES (ANGSTROEM)
H (-0.14435, 3.66416, -3.90893)
C (-2.84110, 3.86452, 0.04185)
F (-1.03076, 2.43342, -0.02466)
Cr (-0.30864, 0.10676, -0.01659)
C (1.08977, 3.41337, 2.08170)
H (-0.78792, 1.04564, -3.30070)
H (1.62579, 4.33803, 1.90708)
C (-2.35956, 2.58236, 0.00648)
H (0.89948, -7.36431, -1.08649)
Si (-3.50505, -1.21455, -0.10294)
C (0.43539, -5.21022, 1.50026)
N (-2.44981, 0.15561, -0.04315)
C (0.21742, 3.05621, -3.09213)
H (-5.21187, -2.22164, 1.38670)
H (5.02891, -1.51427, 0.03406)
C (4.14879, -0.88868, 0.02482)
C (-4.54903, -1.34326, 1.45628)
C (-2.81042, -2.94249, -0.21296)
H (-3.86591, -1.50443, 2.30411)
C (-0.06009, -2.63554, 1.16949)
H (0.80919, -7.32908, 1.36570)
C (0.17765, 3.06491, 3.06106)
C (-4.21931, 4.06848, 0.09382)
N (0.51713, 1.30981, 1.69017)
C (0.67236, -6.40632, 0.81350)
C (-0.15324, 1.73337, 2.75870)
H (-4.63577, 5.06932, 0.12419)
N (-0.18403, -1.86276, 0.02776)
H (0.38416, -5.17331, 2.58431)
H (-2.17425, -3.10882, -1.09411)
H (-6.10750, 3.06131, 0.16577)
H (0.56256, -5.24296, -2.39100)
H (-0.19056, 3.67649, 3.87410)
N (1.29867, 2.35122, -1.30022)
H (-3.69548, -3.58328, -0.31548)
C (0.53613, -5.24997, -1.30532)
H (-5.25669, -2.05101, -1.64305)
N (1.27757, 2.35499, 1.28090)
O (-0.04943, -2.34118, -2.23698)
H (4.86710, 1.23679, 0.01112)
C (2.79800, -1.28970, 0.02333)
O (-0.19765, -2.27474, 2.30764)
C (1.11776, 3.40883, -2.10405)
H (-2.26932, -3.26141, 0.68680)
H (-2.12953, 4.68460, 0.03180)
H (2.40868, -2.29305, 0.03305)
C (0.27037, -4.06710, 0.75556)
N (2.78778, 0.83825, 0.00730)
C (0.01745, -2.66740, -1.08279)
C (-4.56497, -1.19307, -1.65988)
C (4.08876, 0.48622, 0.01288)
C (0.72237, -6.42586, -0.57090)
B (2.15902, 2.23321, -0.00230)
H (-0.83428, 1.05476, 3.25949)
C (-3.10087, 1.39404, 0.00606)
C (0.31838, -4.08662, -0.60671)
H (1.64916, 4.33573, -1.92534)
C (-4.49655, 1.65937, 0.07525)
H (-5.16092, -0.46506, 1.68590)
N (1.98449, -0.24099, 0.01208)
H (-3.89118, -1.32716, -2.51972)
H (-5.14574, -0.28449, -1.83420)
H (-5.19139, 0.83418, 0.10439)
C (-0.11384, 1.72499, -2.79212)
N (0.54458, 1.30367, -1.71606)
C (-5.02992, 2.94583, 0.11483)
H (3.01689, 3.09096, 0.00429)

## Properties
HOMO (alpha / beta), eV: -4.2 / -4.1
Energy relative to the best compared isomer or geometry (same formula, charge and spin), eV: 0.714
Max |F|, Eh/bohr: 0.035
Frontier orbital gap (alpha / beta), eV: 6.996 / 6.893
Multiplicity: 1
Net charge: -1
E, a.u.: -3054.4140

natural (NBO) atomic charge list, values in e, 5 entries: atom 1 (H): 0.220, atom 2 (C): -0.257, atom 3 (F): -0.332, atom 4 (Cr): 1.152, atom 5 (C): -0.016

C6H29NO11 | ωB97M-V/def2-TZVPD

CARTESIAN COORDINATES (ANGSTROEM)
O (-0.40729, -1.83957, 4.88615)
O (2.86674, -2.85724, -1.38921)
O (-2.23325, 2.98326, 3.59800)
H (4.63782, 1.51422, -2.28863)
O (-1.68693, 2.05391, -1.19667)
H (0.89778, -3.79570, -4.42837)
C (0.52637, -1.19110, -0.80357)
H (-0.45660, -1.52256, -0.48366)
H (-0.07177, -2.68724, 5.22186)
H (0.51662, 1.14357, -4.05569)
H (3.51601, 0.57152, 1.73973)
H (-0.72138, 2.21001, -1.16837)
C (2.56007, 0.12159, -0.18965)
H (0.11863, -3.21999, -3.32361)
H (2.39279, -3.17583, -2.17242)
H (-1.49285, -0.02168, 5.26505)
H (0.15341, -0.19778, -3.54239)
O (-1.27599, -1.23303, -3.95948)
H (-3.57753, -0.03611, 3.77344)
H (-1.84382, -0.91118, -4.66452)
H (5.38999, 1.73463, 0.18536)
C (3.54963, 0.54634, 0.66386)
C (4.05686, 1.17821, -1.44556)
H (-2.51069, 0.74556, -2.05171)
O (0.66683, -3.99317, -3.49927)
O (-2.27573, 0.50986, 5.03900)
H (-1.76599, -0.93572, -3.11186)
H (0.88981, -0.43099, 1.05277)
C (4.47446, 1.26642, -0.14142)
N (2.95806, 0.35675, -1.47900)
H (3.17056, -1.94669, -1.33022)
H (-2.59196, 2.39973, 1.95735)
H (-2.88652, -1.15116, 3.04722)
H (0.12892, -1.60076, 4.13254)
H (-3.84750, 1.73677, 1.32849)
H (-2.18984, 2.18604, -0.32533)
H (-2.04660, 1.33220, 4.56818)
O (0.91437, 0.42360, -3.54195)
H (-2.49644, 3.28504, 4.46915)
H (0.66791, -1.35673, -1.86099)
O (-3.10974, 2.33696, 1.15037)
H (-3.61616, -0.16099, -1.55304)
C (1.26523, -0.50474, 0.05438)
O (-3.56872, -0.46379, 2.89087)
O (-3.03104, -0.07289, -2.28917)
H (2.23116, 0.32758, -2.18312)
H (-1.59458, 3.54614, 3.15399)

## Properties
HOMO, eV: -7.7
Energy relative to the best compared isomer or geometry (same formula, charge and spin), eV: 0.182
Max |F|, Eh/bohr: 0.035
Frontier orbital gap, eV: 7.522
Multiplicity: 1
Net charge: 0
E, a.u.: -1128.3850

natural (NBO) atomic charge list, values in e, 5 entries: atom 1 (O): -0.963, atom 2 (O): -0.989, atom 3 (O): -0.980, atom 4 (H): 0.213, atom 5 (O): -1.025

C40H78N2 | ωB97M-V/def2-TZVPD

CARTESIAN COORDINATES (ANGSTROEM)
H (-7.32854, -0.62797, -1.44918)
H (7.71957, 5.81787, 6.42441)
C (-7.54197, -0.32271, -7.21429)
H (0.09809, 2.56034, -0.08881)
H (-8.68202, -1.63227, 1.12963)
H (1.01241, -5.92771, 0.64150)
H (5.74319, 2.27166, 1.76046)
H (4.93267, 3.46944, 5.78133)
C (-7.16619, -0.85103, -4.96126)
H (-7.27925, -0.43153, 1.25313)
H (-9.55564, 1.01084, 0.04676)
C (-6.26869, -3.16309, 1.48636)
H (3.36383, -2.21815, -1.40342)
H (-5.76939, -1.73305, -0.10191)
C (1.03773, 4.55960, -0.32488)
H (-0.72337, 3.58169, -1.34653)
H (8.22704, 1.04307, 2.76488)
C (6.92374, 5.02481, 4.58257)
H (-1.32815, -4.04307, 1.84320)
H (4.00380, 3.09141, 4.36072)
N (-8.12739, 0.13433, -5.08669)
C (0.88741, -5.21410, -0.21765)
H (-9.70001, 2.29553, -1.87396)
H (5.04825, 0.86329, -1.52537)
H (5.36877, -0.55841, -3.24960)
H (2.08461, 0.95416, -0.93707)
C (-8.63260, 2.00554, -1.67469)
C (-6.69287, -2.26982, 0.25406)
H (-6.91192, 1.01750, -2.73784)
H (-5.79653, -2.56646, 2.30865)
C (6.82378, 5.30018, 6.07866)
H (5.26692, -0.01916, 3.67573)
H (5.96188, 5.93165, 6.30536)
H (-3.01726, -4.97199, -0.41173)
C (-5.26471, -4.27542, 0.91130)
H (5.89448, 4.08955, 2.93019)
H (2.66273, -0.33836, -2.49356)
H (2.80923, 1.11012, -3.62905)
H (2.98228, 4.46855, -1.48446)
C (-6.74344, -1.18807, -6.30261)
H (2.67574, -1.66166, -4.39579)
H (4.60173, 0.21007, -4.73114)
C (3.06662, -2.98910, -2.17151)
H (-1.05505, -4.67366, -1.09536)
H (4.12863, -2.04193, -5.37104)
H (7.63341, 2.53975, 5.09267)
C (5.68440, 4.35884, 3.96634)
H (-5.21698, -4.15949, -0.20736)
H (7.82458, 4.44149, 4.37970)
H (4.12238, -4.54713, -0.96408)
H (2.05570, -2.78010, -2.60431)
H (-0.95102, 3.93797, 0.44070)
N (5.65326, 1.82392, 4.65253)
H (3.48009, 0.65862, 0.23571)
C (7.44866, 1.76620, 3.01047)
H (2.63007, -4.38240, 0.83858)
C (-1.35386, -4.88038, 1.08647)
C (5.02550, 3.21262, 4.72599)
H (4.15368, 1.08675, 5.96036)
C (4.41416, -0.41749, -3.81166)
C (3.79229, -1.77225, -4.33113)
C (4.15649, -2.95843, -3.33328)
H (-9.70516, 1.23358, -4.24627)
H (2.07882, 2.66966, 0.84747)
H (7.08107, 5.97684, 4.06889)
H (5.62168, 0.07156, 5.86564)
H (-0.92561, -5.82979, 1.52263)
H (-9.13695, 1.28061, -6.72634)
H (-6.80810, -1.29381, -4.01471)
H (1.73156, -3.11466, -0.09722)
C (3.08164, 1.32520, -0.57310)
H (4.23125, 2.32863, -2.22807)
C (2.83192, 2.78004, 0.01582)
C (2.21083, 3.77334, -1.06360)
H (-5.66914, -5.28748, 1.16861)
H (-3.16925, -6.21002, 0.91509)
H (3.73705, 3.24898, 0.49733)
C (6.12784, 1.41905, 2.32214)
H (4.12771, 1.27261, 3.23109)
C (3.35316, 0.41039, -2.94872)
H (-3.75421, -4.32105, 2.57752)
C (-0.49116, -4.40242, -0.15982)
H (-7.83572, 1.42954, 0.32877)
H (-6.01050, -1.95521, -6.61398)
H (7.48069, 0.79610, 4.92290)
C (-8.53535, 1.01743, -0.43564)
H (-7.48538, -0.34411, -8.32263)
C (-7.80074, -1.19296, 0.60574)
H (4.07521, -3.93943, -3.87423)
H (6.24485, 0.60486, 1.60699)
H (5.17628, -2.81330, -2.88816)
H (1.38048, 4.74181, 0.73215)
C (7.16210, 1.75428, 4.50832)
C (-8.79856, 0.68635, -3.89448)
H (4.92262, 5.14299, 3.89821)
H (1.76808, 3.15488, -1.89239)
C (3.09645, -4.36575, -1.37678)
C (5.17176, 1.04177, 3.43793)
H (7.81424, 2.73752, 2.67427)
C (-7.86663, 1.54255, -2.97164)
C (5.24209, 1.09099, 5.90829)
H (-7.60259, 2.48702, -3.52945)
C (-2.87901, -5.14447, 0.68331)
C (-0.22901, 3.60379, -0.34660)
H (0.82962, 5.55678, -0.78696)
H (-7.18691, -3.71600, 1.83547)
H (0.92477, -5.81556, -1.17053)
H (6.74287, 4.37750, 6.65908)
C (2.09308, -4.16882, -0.13451)
H (-3.36311, -3.10024, 1.27341)
C (-8.41019, 0.51110, -6.39287)
H (-7.08762, -2.88529, -0.59608)
H (-8.13162, 2.96341, -1.35060)
C (-3.80202, -4.11331, 1.47311)
H (-9.09075, -1.06534, -1.14783)
C (-8.20569, -0.48059, -0.77671)
H (-9.16321, -0.19953, -3.30177)
C (4.05968, 1.29067, -1.82628)
H (5.67282, 1.61097, 6.76278)
H (2.77903, -5.19460, -2.05220)

## Properties
HOMO, eV: -2.7
Max |F|, Eh/bohr: 0.073
Frontier orbital gap, eV: 1.741
Multiplicity: 1
Net charge: 0
E, a.u.: -1680.0225

Mulliken atomic charge list, values in e, 5 entries: atom 1 (H): 0.080, atom 2 (H): 0.418, atom 3 (C): -0.534, atom 4 (H): 0.275, atom 5 (H): 0.334

C6H8N2 | ωB97M-V/def2-TZVPD

CARTESIAN COORDINATES (ANGSTROEM)
N (0.76334, 1.22285, 3.56600)
H (-1.92763, -1.41788, 0.59770)
C (1.18220, 1.09540, 1.63332)
N (1.73025, 1.41388, 2.81826)
H (-1.23397, 0.60931, 3.56850)
H (1.73240, -0.67326, -0.00809)
H (-0.34502, -2.12018, 0.43788)
C (-0.36544, 0.68346, 3.06940)
H (-1.22786, -1.62681, -0.96376)
C (-0.13956, 0.54607, 1.67921)
H (1.63609, 1.02046, 0.42580)
C (-0.31831, 0.00259, 0.18830)
H (-1.03817, 0.65389, -0.33186)
C (-0.94808, -1.38958, 0.00149)
C (1.08865, 0.16504, -0.28130)
H (1.09050, 0.53566, -1.27559)

## Properties
HOMO (alpha / beta), eV: -8.8 / -8.8
Energy relative to the best compared isomer or geometry (same formula, charge and spin), eV: 6.456
Max |F|, Eh/bohr: 0.107
Frontier orbital gap (alpha / beta), eV: 7.615 / 7.616
Multiplicity: 1
Net charge: 0
E, a.u.: -342.6967

natural (NBO) atomic charge list, values in e, 5 entries: atom 1 (N): -0.164, atom 2 (H): 0.222, atom 3 (C): 0.125, atom 4 (N): -0.273, atom 5 (H): 0.202

C5H11N2O | ωB97M-V/def2-TZVPD

CARTESIAN COORDINATES (ANGSTROEM)
C (-0.01873, 1.67118, -0.46179)
C (0.36079, -0.15447, 1.11552)
H (0.14135, -2.34413, 1.11737)
H (1.72899, -1.85039, 1.79710)
H (1.58960, -0.60589, -1.98681)
H (1.01247, 1.98071, -0.38603)
H (-0.39151, 1.77851, -1.41733)
N (-0.14051, 0.18859, -0.19679)
C (0.91779, -1.61446, 1.03848)
C (-1.38972, -0.43692, -0.69163)
H (-2.11992, -0.29898, 0.03492)
O (-0.94036, 2.16824, 0.36766)
C (1.11901, -0.91296, -1.07732)
H (-1.58552, 0.08113, -1.64648)
H (1.28098, 0.47920, 1.28087)
N (1.34595, -1.69227, -0.23751)
H (-1.05686, 3.16901, 0.40227)
H (-1.35852, -1.49878, -0.86109)
H (-0.49526, -0.10732, 1.80860)

## Properties
HOMO, eV: -14.8
Energy relative to the best compared isomer or geometry (same formula, charge and spin), eV: 4.043
Max |F|, Eh/bohr: 0.089
Frontier orbital gap, eV: 11.581
Multiplicity: 1
Net charge: +1
E, a.u.: -381.5154

natural (NBO) atomic charge list, values in e, 5 entries: atom 1 (C): 0.138, atom 2 (C): -0.251, atom 3 (H): 0.241, atom 4 (H): 0.267, atom 5 (H): 0.254